Record 1
ORCA calculation (ωB97M-V/def2-TZVPD) on C13H17BN4OsS2 as an isolated structure.

Geometry (Å):
Os 0.99 1.01 0.17
C 2.73 1.75 1.32
C 3.00 1.87 -0.06
C 2.01 2.77 -0.60
C 1.19 3.23 0.47
C 1.60 2.56 1.65
H 3.29 1.14 2.02
H 3.81 1.41 -0.61
H 1.95 3.08 -1.63
H 0.38 3.93 0.39
H 1.15 2.67 2.63
C 1.71 -2.05 3.21
N 0.42 -2.02 2.53
C -0.77 -2.41 3.09
C -1.72 -2.33 2.12
N -1.11 -1.90 0.96
B -1.97 -2.03 -0.39
N -1.62 -0.99 -1.55
C -1.76 -1.41 -2.85
C -1.66 -0.33 -3.67
N -1.45 0.76 -2.86
C -1.30 2.14 -3.31
C -1.43 0.32 -1.59
S -1.17 1.33 -0.18
C 0.17 -1.72 1.24
S 1.42 -1.17 0.11
H 1.57 -1.70 4.23
H 2.41 -1.40 2.69
H 2.10 -3.06 3.22
H -0.84 -2.70 4.13
H -2.77 -2.56 2.14
H -3.10 -1.83 -0.05
H -1.76 -3.11 -0.85
H -1.95 -2.45 -3.09
H -1.72 -0.24 -4.74
H -1.19 2.13 -4.39
H -0.42 2.59 -2.86
H -2.19 2.71 -3.05

The multiplicity is 1. As for the charge: +2. The total energy comes out at -44517.2411 eV. Its lowest unoccupied orbital energy (spin up / spin down) is -9.31 / -9.32 eV. As for the HOMO energy (spin up / spin down): -15.54 / -15.54 eV. As for the energy above the lowest of the compared OMol25 structures with the same formula, charge and spin: 0.078 eV. As for the frontier orbital gap (spin up / spin down): 6.23 / 6.23 eV.

=====

Record 2
ORCA calculation (ωB97M-V/def2-TZVPD) on CF5NS in the gas phase in a non-equilibrium geometry.

Geometry (Å):
C -0.80 0.66 0.18
N -0.01 -0.41 0.42
F -1.78 0.89 1.04
F -0.08 1.81 0.15
F -1.40 0.60 -1.03
F 2.18 -1.25 1.21
F 0.76 -2.48 -0.34
S 1.23 -0.97 -0.21

The multiplicity is 1. The total energy comes out at -26948.5936 eV. Its lowest unoccupied orbital energy is -0.62 eV. As for the HOMO energy: -12.14 eV. As for the energy above the lowest of the compared OMol25 structures with the same formula, charge and spin: 0.000 eV. As for the frontier orbital gap: 11.52 eV.

=====

Record 3
ORCA calculation (ωB97M-V/def2-TZVPD) on a 2-piece molecular cluster, C2H10BrN4 overall in a non-equilibrium geometry.

Geometry (Å):
C -1.03 0.73 1.50
C -0.27 -0.15 -0.62
N -0.52 -0.63 -1.82
N 2.35 -0.34 0.44
N -1.21 0.01 0.27
N -2.42 -0.15 -0.20
Br 2.48 -1.64 -0.85
H -1.64 1.67 1.41
H -1.59 0.10 2.40
H -0.05 0.76 1.86
H 0.55 0.37 -0.38
H -1.41 -1.10 -1.97
H 0.21 -0.67 -2.49
H 2.69 -0.85 1.31
H 3.05 0.40 0.44
H -3.28 -0.32 0.46
H -2.66 0.50 -1.00

The multiplicity is 1. As for the charge: +1. The total energy comes out at -78230.1094 eV. Its lowest unoccupied orbital energy is -3.11 eV. As for the HOMO energy: -13.30 eV. As for the energy above the lowest of the compared OMol25 structures with the same formula, charge and spin: 0.427 eV. As for the frontier orbital gap: 10.19 eV.

=====

Record 4
ORCA calculation (ωB97M-V/def2-TZVPD) on a 2-piece molecular cluster, C4H8O2 overall in a non-equilibrium geometry.

Geometry (Å):
O 1.70 -0.63 0.19
C 1.49 -0.93 -0.96
C 1.11 -2.35 -1.33
H 1.44 -0.23 -1.80
H 2.01 -2.97 -1.42
H 0.44 -2.73 -0.56
H 0.62 -2.35 -2.30
O -0.37 1.34 0.14
C -1.19 1.76 0.90
C -2.48 1.03 1.15
H -1.06 2.75 1.36
H -3.08 1.65 1.83
H -3.18 0.85 0.34
H -2.28 0.13 1.72

As for the structure (SMILES): CC=O.CC=O. The multiplicity is 1. The total energy comes out at -8371.3839 eV. Its lowest unoccupied orbital energy is 1.07 eV. As for the HOMO energy: -9.49 eV. As for the energy above the lowest of the compared OMol25 structures with the same formula, charge and spin: 1.898 eV. As for the frontier orbital gap: 10.55 eV.

=====

Record 5
ORCA calculation (ωB97M-V/def2-TZVPD) on a 18-piece molecular cluster, H35O18 overall in a non-equilibrium geometry.

Geometry (Å):
O 4.08 -0.23 -3.20
H 1.14 2.15 5.33
H 1.83 2.00 -2.47
O -0.89 -0.43 3.51
H 2.30 -0.31 1.07
O -0.32 -2.37 -4.65
H -0.02 -0.76 -1.33
H -0.14 -2.01 -3.78
O -5.85 0.31 -1.02
H -0.24 2.06 -0.92
H -6.28 -0.49 -0.76
O -4.35 2.55 2.07
H -4.54 2.25 2.97
H 3.95 -1.20 -3.21
O -1.91 -2.74 2.39
H 1.07 3.24 4.24
H -2.79 -2.62 1.94
O 1.63 2.86 4.98
H 1.28 1.49 -0.05
H 0.50 -2.44 -5.00
O 3.57 -3.42 -2.09
H 1.13 -3.28 0.78
H 2.46 2.54 -0.01
O -2.53 0.47 0.38
H -3.18 0.86 -0.21
H 2.61 -3.24 -2.44
O -3.22 4.70 2.66
H -2.99 4.05 3.44
H -1.05 1.15 -1.71
O 2.36 1.52 0.11
H -1.16 0.07 -2.73
H 3.15 -3.88 -1.31
O 0.14 -1.54 -1.83
H 0.50 -2.27 -1.29
H -6.05 0.42 -2.04
O -1.03 1.01 -2.76
H -0.67 -1.39 3.48
H -1.39 -2.12 1.87
O 1.75 2.73 -3.13
H -4.01 1.67 1.76
H 3.22 0.14 -2.88
O -0.12 1.24 -0.51
H -0.44 -0.02 2.74
H -2.87 4.10 1.89
O 4.11 -1.62 1.27
H 0.98 2.50 -3.68
H 4.65 -2.35 1.36
O 1.75 -0.83 1.70
H -1.64 0.42 -0.11
H 2.28 -0.48 2.56
O 1.72 -2.93 -0.02
H 1.62 -1.99 0.32
H 3.88 -1.55 0.31

The multiplicity is 1. As for the charge: -1. The total energy comes out at -37422.8313 eV. Its lowest unoccupied orbital energy is 2.19 eV. As for the HOMO energy: -6.46 eV. As for the energy above the lowest of the compared OMol25 structures with the same formula, charge and spin: 3.065 eV. As for the frontier orbital gap: 8.65 eV.

=====

Record 6
ORCA calculation (ωB97M-V/def2-TZVPD) on a 12-piece molecular cluster, C44H117N5O24 overall in a non-equilibrium geometry.

Geometry (Å):
C 8.76 17.38 -2.56
C 9.83 16.39 -2.16
O 9.35 15.52 -1.12
O 7.68 16.72 -3.23
H 9.11 18.21 -3.18
H 8.27 17.88 -1.72
H 10.77 16.87 -1.90
H 10.05 15.75 -3.02
H 8.51 15.15 -1.45
H 7.59 17.03 -4.14
C 13.85 18.47 -0.61
C 13.65 18.27 0.88
O 12.55 19.01 1.35
O 12.74 17.86 -1.31
H 14.78 18.07 -1.02
H 13.77 19.53 -0.85
H 14.54 18.53 1.45
H 13.51 17.18 0.97
H 11.78 18.49 1.09
H 13.01 17.02 -1.75
C 11.16 11.22 -1.97
C 10.43 12.48 -1.58
O 11.11 13.21 -0.60
O 10.31 10.47 -2.83
H 11.41 10.58 -1.12
H 12.10 11.50 -2.47
H 9.40 12.26 -1.26
H 10.26 13.03 -2.51
H 10.60 14.02 -0.43
H 10.85 9.92 -3.41
C 7.34 20.83 -5.57
C 7.86 19.56 -6.21
O 7.17 18.42 -5.74
O 6.03 21.17 -6.01
H 7.95 21.72 -5.79
H 7.37 20.76 -4.48
H 8.93 19.45 -6.04
H 7.74 19.61 -7.31
H 6.21 18.58 -5.78
H 6.03 21.48 -6.92
C 10.98 21.50 -0.86
C 10.10 20.26 -0.97
O 10.51 19.45 -2.08
O 10.71 22.40 -1.92
H 12.01 21.12 -0.78
H 10.83 21.98 0.11
H 9.06 20.51 -1.16
H 10.21 19.62 -0.09
H 11.28 18.90 -1.82
H 11.20 22.04 -2.67
C 7.50 13.15 -3.64
C 8.12 13.80 -4.89
O 7.42 14.84 -5.49
O 7.30 14.14 -2.63
H 8.10 12.30 -3.32
H 6.51 12.80 -3.95
H 8.44 13.02 -5.60
H 9.09 14.21 -4.55
H 6.47 14.62 -5.67
H 7.39 15.01 -3.06
C 10.94 15.98 1.79
C 11.04 16.33 3.28
O 9.85 16.86 3.82
O 10.37 17.03 1.05
H 10.35 15.06 1.75
H 11.96 15.71 1.48
H 11.85 17.06 3.36
H 11.30 15.46 3.88
H 9.59 17.63 3.31
H 9.92 16.62 0.30
C 6.40 20.75 -1.35
O 6.10 20.41 -0.01
C 5.19 19.32 -0.03
C 4.78 18.90 1.38
N 4.51 20.08 2.19
C 4.19 19.70 3.56
C 4.16 20.88 4.50
O 5.48 21.33 4.80
C 6.20 20.62 5.75
H 5.46 21.13 -1.76
H 6.83 19.93 -1.95
H 7.22 21.46 -1.47
H 5.69 18.47 -0.51
H 4.26 19.56 -0.55
H 5.56 18.23 1.76
H 3.91 18.24 1.35
H 5.35 20.64 2.13
H 4.89 18.96 3.96
H 3.18 19.30 3.54
H 3.65 20.62 5.43
H 3.68 21.75 4.04
H 6.11 19.53 5.63
H 5.84 20.80 6.77
H 7.24 20.96 5.73
C 8.19 11.75 2.39
O 7.54 11.23 1.26
C 6.94 12.26 0.49
C 6.34 11.70 -0.77
N 5.26 10.75 -0.56
C 4.75 10.24 -1.82
C 3.41 9.55 -1.75
O 3.47 8.31 -1.06
C 4.15 7.30 -1.73
H 7.66 12.51 2.98
H 9.10 12.29 2.10
H 8.45 10.89 3.00
H 7.67 13.04 0.25
H 6.16 12.81 1.04
H 7.12 11.28 -1.43
H 5.94 12.54 -1.34
H 5.55 9.95 0.00
H 5.43 9.57 -2.37
H 4.64 11.07 -2.53
H 3.00 9.45 -2.77
H 2.61 10.10 -1.24
H 5.24 7.45 -1.83
H 3.73 7.07 -2.71
H 4.20 6.39 -1.12
C 7.10 15.84 1.47
O 5.84 15.60 2.05
C 5.88 15.54 3.46
C 4.45 15.45 3.97
N 4.36 15.37 5.42
C 3.04 15.49 5.99
C 2.38 16.85 5.75
O 1.78 16.98 4.47
C 0.76 16.06 4.12
H 7.77 14.99 1.62
H 7.61 16.69 1.95
H 7.00 16.18 0.44
H 6.30 16.47 3.84
H 6.45 14.69 3.83
H 3.95 14.54 3.57
H 3.80 16.23 3.55
H 4.81 14.52 5.72
H 3.06 15.39 7.08
H 2.44 14.66 5.60
H 3.15 17.62 5.77
H 1.69 17.17 6.55
H 1.04 15.01 4.14
H 0.53 16.31 3.09
H -0.11 16.25 4.76
C 17.33 14.64 -2.77
O 16.06 14.02 -2.73
C 15.25 14.52 -1.71
C 13.78 14.22 -2.00
N 13.01 15.31 -2.59
C 13.54 15.71 -3.92
C 12.51 16.61 -4.61
O 11.26 15.96 -4.55
C 10.28 16.68 -5.30
H 17.84 14.40 -3.70
H 17.98 14.25 -1.97
H 17.30 15.73 -2.69
H 15.33 15.61 -1.54
H 15.48 14.11 -0.72
H 13.33 13.91 -1.05
H 13.72 13.31 -2.61
H 12.11 14.95 -2.90
H 13.72 14.83 -4.54
H 14.47 16.27 -3.75
H 12.85 16.72 -5.64
H 12.56 17.62 -4.18
H 10.61 16.80 -6.33
H 10.10 17.64 -4.82
H 9.40 16.03 -5.30
C 4.37 18.63 -3.73
O 4.14 18.09 -5.02
C 4.53 16.72 -4.98
C 4.17 15.97 -6.27
N 4.69 14.61 -6.20
C 4.70 13.93 -7.50
C 5.37 12.58 -7.42
O 4.67 11.76 -6.50
C 5.27 10.50 -6.29
H 4.07 19.68 -3.77
H 5.44 18.62 -3.51
H 3.85 18.17 -2.88
H 3.98 16.25 -4.16
H 5.61 16.67 -4.82
H 4.56 16.55 -7.10
H 3.07 15.97 -6.32
H 4.05 14.05 -5.65
H 5.18 14.52 -8.28
H 3.64 13.78 -7.76
H 6.42 12.62 -7.10
H 5.32 12.14 -8.42
H 5.22 9.93 -7.22
H 4.75 9.98 -5.50
H 6.32 10.60 -6.00

As for the structure (SMILES): COCCNCCOC.COCCNCCOC.COCCNCCOC.COCCNCCOC.COCCNCCOC.OCCO.OCCO.OCCO.OCCO.OCCO.OCCO.OCCO. The multiplicity is 1. The total energy comes out at -104106.5776 eV. Its lowest unoccupied orbital energy is 0.46 eV. As for the HOMO energy: -8.40 eV. As for the energy above the lowest of the compared OMol25 structures with the same formula, charge and spin: 0.000 eV. As for the frontier orbital gap: 8.85 eV.

=====

Record 7
ORCA calculation (ωB97M-V/def2-TZVPD) on C12H25Cl2FeINP2 as an isolated structure in a non-equilibrium geometry.

Geometry (Å):
C -1.22 0.52 1.65
I 0.61 0.47 2.62
H -0.89 0.74 0.61
H -1.85 1.34 1.92
H -1.72 -0.46 1.69
Fe 1.18 -0.19 -2.32
P 0.43 2.08 -1.11
C 0.06 3.24 0.28
C 2.09 2.74 -1.51
H 2.12 3.81 -1.78
H -0.23 4.01 -2.53
H 2.53 2.15 -2.33
H -0.39 2.40 -3.31
H 0.79 3.11 1.09
H 2.72 2.61 -0.61
C -0.56 2.97 -2.39
H 0.12 4.28 -0.09
H -1.62 2.95 -2.13
H -0.95 3.10 0.68
P 0.34 -1.90 -0.86
C -0.02 -2.90 0.63
C -0.67 -2.83 -2.11
H 2.51 -1.99 -2.06
H 1.88 -3.62 -1.61
H 2.60 -2.58 -0.37
C 1.99 -2.58 -1.28
H -0.47 -2.37 -3.08
H -0.40 -3.90 -2.12
H -0.59 -3.81 0.37
H -0.60 -2.31 1.35
H -1.72 -2.71 -1.84
H 0.92 -3.22 1.10
Cl 0.90 -0.01 -4.51
Cl -4.21 1.78 5.21
C -3.10 0.48 5.05
C -2.19 0.29 6.10
C -1.22 -0.70 5.95
C -1.22 -1.51 4.82
N -2.17 -1.37 3.90
C -3.04 -0.38 3.93
H -2.21 0.87 7.02
H -0.48 -0.76 6.77
H -0.40 -2.21 4.66
H -3.66 -0.22 3.05

The multiplicity is 6. As for the expectation value of S²: 8.769. As for the charge: +2. The total energy comes out at -100431.6903 eV. Its lowest unoccupied orbital energy (spin up / spin down) is -7.91 / -10.97 eV. As for the HOMO energy (spin up / spin down): -13.58 / -13.58 eV. As for the frontier orbital gap (spin up / spin down): 5.67 / 2.61 eV.

=====

Record 8
ORCA calculation (ωB97M-V/def2-TZVPD) on C9H21BF4MgOPS3 as an isolated structure.

Geometry (Å):
Mg 0.01 0.41 -0.50
C -2.15 -0.72 2.02
C -0.97 -0.01 2.67
S -0.33 1.47 1.85
C -1.79 2.54 1.72
C -2.01 3.10 0.32
S -2.11 1.90 -1.03
C -3.52 0.86 -0.53
C -3.24 -0.63 -0.62
S -1.82 -1.26 0.32
H -3.04 -0.09 2.02
H -2.40 -1.60 2.62
H -0.10 -0.67 2.70
H -1.22 0.25 3.70
H -1.66 3.37 2.41
H -2.66 1.98 2.07
H -1.19 3.75 0.03
H -2.91 3.72 0.31
H -4.35 1.09 -1.18
H -3.82 1.15 0.48
H -3.01 -0.92 -1.65
H -4.13 -1.19 -0.32
F 1.74 -0.10 -3.47
B 0.62 0.54 -3.05
F 0.98 1.43 -1.92
F -0.10 1.20 -3.97
F -0.24 -0.42 -2.31
C 3.58 -2.03 1.22
P 2.80 -1.27 -0.21
C 3.95 -0.11 -0.91
C 2.50 -2.56 -1.41
O 1.50 -0.59 0.23
H 4.51 -2.51 0.93
H 2.91 -2.77 1.65
H 3.79 -1.26 1.96
H 4.89 -0.61 -1.17
H 4.16 0.68 -0.19
H 3.52 0.32 -1.81
H 3.43 -3.06 -1.67
H 2.07 -2.11 -2.31
H 1.79 -3.28 -1.00

The multiplicity is 1. As for the charge: +1. The total energy comes out at -70514.0691 eV. Its lowest unoccupied orbital energy is -2.25 eV. As for the HOMO energy: -12.80 eV. As for the energy above the lowest of the compared OMol25 structures with the same formula, charge and spin: 0.000 eV. As for the frontier orbital gap: 10.55 eV.

=====

Record 9
ORCA calculation (ωB97M-V/def2-TZVPD) on C20H33F9N2O5SV as an isolated structure.

Geometry (Å):
V 0.08 -0.06 0.07
C 0.12 -2.45 3.66
N 0.26 -1.16 2.99
C 1.66 -0.75 2.89
C -0.52 -0.93 1.84
O -1.02 0.43 1.74
C -1.68 -1.87 1.62
O -2.27 -1.64 0.33
C -3.24 -0.63 0.25
C -2.68 0.58 -0.48
O -1.53 0.50 -1.00
N -3.42 1.67 -0.61
C -2.89 2.87 -1.25
C -4.76 1.79 -0.05
H 0.66 -2.41 4.60
H -0.92 -2.65 3.90
H 0.52 -3.28 3.07
H 2.11 -0.77 3.88
H 2.23 -1.41 2.23
H 1.72 0.27 2.52
H -1.34 -2.90 1.60
H -2.46 -1.78 2.39
H -4.09 -1.02 -0.32
H -3.60 -0.33 1.24
H -1.86 2.70 -1.55
H -3.49 3.11 -2.12
H -2.93 3.70 -0.54
H -5.24 0.82 0.06
H -4.72 2.28 0.93
H -5.36 2.40 -0.71
F 4.43 1.28 -1.18
C 3.52 0.99 -0.24
F 4.12 0.98 0.94
F 3.09 -0.26 -0.47
C 2.30 1.96 -0.24
O 1.28 1.39 0.45
C 2.69 3.30 0.45
F 2.77 3.13 1.77
F 3.86 3.76 0.01
F 1.76 4.23 0.23
C 1.84 2.23 -1.70
F 1.67 1.05 -2.34
F 0.65 2.84 -1.72
F 2.69 2.97 -2.41
O 0.52 -1.63 -1.09
S -0.18 -2.61 -2.03
C 1.23 -3.36 -2.92
C 1.11 -2.97 -4.39
C 0.53 -1.56 -4.40
C -0.68 -1.63 -3.48
H 1.24 -4.43 -2.73
H 2.09 -2.90 -2.44
H 0.45 -3.66 -4.91
H 2.09 -3.02 -4.87
H 0.23 -1.25 -5.40
H 1.25 -0.84 -4.02
H -1.51 -2.17 -3.94
H -1.04 -0.68 -3.09
C 0.10 1.87 4.73
C -0.40 2.24 3.34
C -0.95 3.67 3.32
C -1.47 1.25 2.84
H 0.91 2.53 5.04
H 0.46 0.84 4.76
H -0.70 1.96 5.47
H 0.42 2.19 2.63
H -1.82 3.77 3.98
H -1.25 3.96 2.31
H -0.19 4.37 3.66
H -2.34 1.79 2.46
H -1.79 0.58 3.65

The multiplicity is 3. As for the expectation value of S²: 2.044. As for the charge: +1. The total energy comes out at -95469.5768 eV. Its lowest unoccupied orbital energy (spin up / spin down) is -2.11 / -2.10 eV. As for the HOMO energy (spin up / spin down): -10.80 / -10.64 eV. As for the energy above the lowest of the compared OMol25 structures with the same formula, charge and spin: 1.432 eV. As for the frontier orbital gap (spin up / spin down): 8.69 / 8.53 eV.

=====

> Which formula does entry 8 have?

C9H21BF4MgOPS3

=====

> Which formula does entry 6 have?

C44H117N5O24